(1)
{
  "formula": "C4H10OS",
  "method": "wB97M-V/def2-TZVPD",
  "spin_multiplicity": 3,
  "total_energy_ev": -17183.5446,
  "species": ["C", "C", "C", "C", "O", "S", "H", "H", "H", "H", "H", "H", "H", "H", "H", "H"],
  "xyz": [[1.172, 0.815, -1.535], [-2.220, 0.477, 0.226], [1.842, -0.953, 0.532], [-0.908, -0.328, 0.486], [0.727, 1.626, 0.940], [0.695, 0.536, 0.033], [0.604, 1.609, -2.175], [1.157, 0.003, -2.234], [-2.260, 1.232, 1.135], [-2.087, 0.904, -0.671], [-3.031, -0.124, 0.347], [2.156, -0.795, 1.485], [1.312, -1.909, 0.308], [2.625, -1.109, -0.285], [-1.091, -1.293, -0.016], [-0.693, -0.690, 1.426]]
}



(2)
{
  "formula": "C4H10OSSi",
  "method": "wB97M-V/def2-TZVPD",
  "total_energy_ev": -25069.8139,
  "species": ["C", "C", "S", "Si", "O", "C", "C", "H", "H", "H", "H", "H", "H", "H", "H", "H", "H"],
  "xyz": [[2.219, -1.538, 0.266], [2.636, -0.642, -0.596], [2.553, 1.171, -0.405], [0.618, 1.434, 0.594], [-0.332, 0.524, -0.432], [-1.691, 0.501, -0.737], [-2.511, -0.401, 0.241], [2.415, -2.538, 0.158], [1.878, -1.234, 1.359], [3.173, -0.900, -1.456], [0.651, 0.847, 1.951], [0.256, 2.720, 0.156], [-2.036, 1.594, -0.803], [-1.662, 0.244, -1.797], [-2.322, -1.490, 0.185], [-2.320, -0.011, 1.335], [-3.525, -0.282, -0.020]]
}



(3)
{
  "formula": "C4H10OSi2",
  "method": "wB97M-V/def2-TZVPD",
  "total_energy_ev": -22107.6060,
  "species": ["C", "C", "C", "C", "O", "Si", "Si", "H", "H", "H", "H", "H", "H", "H", "H", "H", "H"],
  "xyz": [[-1.462, 0.764, -3.109], [-0.003, 1.855, 1.965], [-1.422, 0.831, -1.690], [0.471, 1.769, 0.642], [1.313, -0.087, -1.721], [1.210, -2.825, 1.416], [0.366, 0.699, -0.869], [-2.353, 0.342, -3.603], [-0.534, 0.857, -3.701], [0.304, 2.707, 2.480], [-0.705, 1.250, 2.496], [-2.389, 0.834, -1.212], [0.851, 2.739, 0.285], [0.511, -4.014, 2.659], [0.347, -1.962, 2.519], [0.850, -2.773, 0.027], [2.645, -2.986, 1.414]]
}



(4)
{
  "formula": "C4H10S",
  "method": "wB97M-V/def2-TZVPD",
  "total_energy_ev": -15142.8606,
  "species": ["C", "C", "H", "H", "H", "H", "C", "C", "S", "H", "H", "H", "H", "H", "H"],
  "xyz": [[0.298, 0.870, 2.606], [1.454, 0.525, 3.300], [0.048, 1.791, 2.144], [-0.493, 0.155, 2.636], [2.013, 1.235, 3.902], [1.758, -0.545, 3.362], [-1.583, -0.291, -2.530], [-0.185, -0.114, -1.825], [0.573, -1.909, -1.382], [-1.566, -0.525, -3.644], [-1.968, -1.246, -2.070], [-2.294, 0.456, -2.280], [-0.229, 0.341, -0.825], [0.567, 0.478, -2.334], [1.607, -1.221, -1.060]]
}



(5)
{
  "formula": "C4H10S",
  "method": "wB97M-V/def2-TZVPD",
  "total_energy_ev": -15144.0862,
  "species": ["C", "C", "C", "C", "S", "H", "H", "H", "H", "H", "H", "H", "H", "H", "H"],
  "xyz": [[-1.780, -0.603, 0.079], [-0.333, -0.982, -0.184], [0.823, -0.043, 0.362], [0.561, 1.348, -0.206], [2.495, -0.726, -0.070], [-1.750, -0.043, 1.053], [-2.376, -1.474, -0.036], [-2.228, 0.075, -0.618], [-0.210, -1.928, 0.046], [-0.225, -1.021, -1.280], [0.805, 0.060, 1.486], [0.665, 1.495, -1.333], [0.877, 2.147, 0.470], [-0.450, 1.206, -0.078], [3.126, 0.490, 0.311]]
}



(6)
{
  "formula": "C4H10S",
  "method": "wB97M-V/def2-TZVPD",
  "total_energy_ev": -15144.2507,
  "species": ["C", "C", "C", "H", "H", "H", "H", "H", "H", "C", "S", "H", "H", "H", "H"],
  "xyz": [[-1.955, -0.337, -1.716], [-2.273, -0.650, -0.467], [-1.544, -1.705, 0.329], [-2.404, 0.525, -2.194], [-1.104, -0.796, -2.209], [-2.972, -0.033, 0.093], [-0.461, -1.610, 0.264], [-1.915, -1.668, 1.350], [-1.797, -2.704, -0.020], [2.374, 1.294, 0.508], [3.225, 2.621, 1.386], [1.816, 0.710, 1.235], [1.658, 1.742, -0.178], [3.000, 0.634, -0.084], [4.352, 1.978, 1.703]]
}